Below is a 3-piece molecular cluster, C35H68N3O9P2 overall in a non-equilibrium geometry, with properties calculated with wB97M-V/def2-TZVPD.

**Frontier orbital gap**: 5.88 eV
**Maximum force**: 6.9 eV/Å
**Electronic energy**: -78843.596 eV
**E_LUMO**: -4.18 eV
**Net charge**: +1

```
117
C35H68N3O9P2 wB97M-V/def2-TZVPD
C 0.242 -6.139 -3.785
C -0.357 -6.264 -2.232
C 0.473 -5.322 -1.156
C 0.699 -3.798 -1.753
C 2.283 -3.482 -2.126
C 2.440 -2.335 -3.310
C 2.469 -0.790 -2.726
C 1.022 -0.279 -2.124
C 0.611 1.249 -2.648
C -1.016 1.422 -2.504
C -1.743 1.994 -3.898
N -2.792 0.930 -4.251
C -2.449 -0.371 -4.943
C -1.043 -0.995 -5.508
N -0.002 0.026 -5.912
C -3.807 -1.275 -5.109
P -3.888 -3.024 -5.871
O -3.979 -2.958 -7.610
O -5.134 -4.015 -5.164
N -4.851 -0.375 -4.485
C -6.317 -0.715 -4.323
C -6.458 -1.435 -2.829
C -7.941 -1.857 -2.269
C -8.039 -2.592 -0.789
C -6.733 -2.909 0.177
C -5.254 -2.449 -0.359
C -3.886 -2.681 0.560
C -5.126 -1.733 -1.864
C -4.286 0.960 -3.960
P -5.282 2.366 -3.111
O -5.799 1.869 -1.678
H -0.197 -6.987 -4.472
H -0.037 -5.099 -4.266
H 1.413 -6.175 -3.666
H -0.260 -7.376 -1.828
H -1.520 -5.997 -2.228
H 1.524 -5.784 -0.862
H -0.215 -5.205 -0.210
H -0.021 -3.581 -2.679
H 0.373 -3.045 -0.909
H 2.779 -4.459 -2.540
H 2.819 -3.208 -1.122
H 3.500 -2.516 -3.802
H 1.641 -2.480 -4.167
H 3.253 -0.743 -1.850
H 2.827 -0.074 -3.595
H 1.141 -0.252 -0.953
H 0.222 -1.091 -2.397
H 1.096 2.015 -1.884
H 0.999 1.383 -3.753
H -1.443 0.330 -2.281
H -1.354 2.076 -1.573
H -2.296 2.996 -3.645
H -0.979 2.194 -4.762
H -1.335 -1.698 -6.424
H -0.600 -1.675 -4.650
H 0.898 -0.503 -5.986
H -0.302 0.407 -6.836
H -3.166 -2.399 -7.876
H -4.709 -4.943 -5.109
H -6.743 -1.365 -5.198
H -6.937 0.293 -4.270
H -8.953 -1.665 -2.851
H -9.119 -2.884 -0.419
H -6.820 -3.443 1.217
H -2.973 -2.531 -0.185
H -3.839 -1.858 1.420
H -3.793 -3.771 0.986
H -4.022 -1.432 -2.188
H -6.475 2.663 -3.890
H -4.444 3.512 -2.861
C 5.988 -0.394 3.904
O 5.704 0.716 3.063
C 5.898 0.480 1.673
C 4.619 0.527 0.812
O 3.517 -0.306 1.146
C 2.939 -0.160 2.451
C 2.381 1.204 2.880
O 3.333 2.263 2.874
C 3.074 3.287 1.923
H 6.869 -0.172 4.511
H 5.151 -0.534 4.596
H 6.139 -1.328 3.352
H 6.440 -0.456 1.492
H 6.547 1.289 1.318
H 4.916 0.226 -0.201
H 4.269 1.546 0.686
H 3.629 -0.539 3.186
H 2.105 -0.872 2.471
H 2.060 1.094 3.917
H 1.485 1.457 2.301
H 2.297 3.017 1.206
H 4.005 3.502 1.383
H 2.792 4.207 2.449
C 4.409 5.874 6.692
O 3.438 5.059 6.047
C 3.619 3.658 6.222
C 2.511 2.945 7.024
O 2.178 3.408 8.325
C 1.742 4.768 8.461
C 0.506 5.244 7.685
O 0.610 5.122 6.269
C -0.297 4.196 5.687
H 5.018 6.375 5.936
H 3.892 6.655 7.257
H 5.051 5.316 7.382
H 4.603 3.427 6.649
H 3.609 3.226 5.214
H 2.845 1.909 7.159
H 1.604 2.849 6.437
H 2.578 5.425 8.288
H 1.520 4.887 9.528
H 0.407 6.311 7.888
H -0.403 4.767 8.071
H -0.805 3.574 6.425
H 0.260 3.553 4.994
H -1.037 4.742 5.089
```